[1]
{"formula": "C8H9BrF3NOS", "method": "ωB97M-V/def2-TZVPD", "orbital_gap_ev": 9.22, "de_lowest_kcal_mol": 44.3, "e_lumo_ev": 0.5977, "elements": ["C", "C", "C", "C", "C", "C", "C", "C", "N", "O", "F", "F", "F", "S", "Br", "H", "H", "H", "H", "H", "H", "H", "H", "H"], "positions_angstrom": [[2.584, 2.530, 0.056], [1.956, 3.538, 0.669], [1.704, 1.425, -0.225], [0.482, 1.609, 0.305], [-0.933, -1.339, 1.299], [-1.110, -1.847, -1.054], [-1.321, 0.518, -0.020], [-1.628, 1.226, -1.327], [-0.894, -0.794, 0.027], [-2.188, 0.821, 0.982], [-0.562, 1.431, -2.065], [-2.522, 0.548, -2.149], [-2.304, 2.356, -1.118], [0.346, 3.132, 1.118], [2.221, -0.074, -1.276], [3.616, 2.512, -0.304], [2.388, 4.319, 1.133], [-0.249, -0.761, 1.986], [-1.959, -1.432, 1.770], [-0.509, -2.268, 1.352], [-2.077, -1.943, -1.434], [-0.601, -1.446, -1.933], [-0.781, -2.792, -0.713], [-2.839, 1.414, 0.675]]}

---

[2]
{"formula": "C4H13N2", "method": "ωB97M-V/def2-TZVPD", "orbital_gap_ev": 11.91, "total_charge": 1, "de_lowest_kcal_mol": 60.7, "e_lumo_ev": -3.0440, "elements": ["C", "C", "C", "C", "N", "N", "H", "H", "H", "H", "H", "H", "H", "H", "H", "H", "H", "H", "H"], "positions_angstrom": [[-1.512, -0.619, 1.805], [-0.431, -0.161, 0.711], [-0.594, 1.056, -0.103], [0.697, 1.263, -1.071], [1.744, 0.233, -0.919], [-0.124, -1.513, -0.410], [-1.178, -0.220, 2.808], [-1.506, -1.752, 1.913], [-2.586, -0.434, 1.680], [0.500, -0.315, 1.166], [-0.560, 1.898, 0.568], [-1.429, 1.124, -0.891], [0.419, 1.439, -2.051], [0.980, 2.253, -0.801], [2.552, 0.187, -1.650], [1.003, -0.917, -0.844], [2.299, 0.466, -0.081], [-1.073, -1.697, -0.730], [0.278, -2.303, 0.163]]}

---

[3]
{"formula": "CH3NO2S2", "method": "ωB97M-V/def2-TZVPD", "smiles": "O=C=O.N=S.S", "orbital_gap_ev": [7.38, 7.36], "de_lowest_kcal_mol": 25.0, "e_lumo_ev": [-1.6700, -1.7314], "elements": ["O", "C", "O", "N", "S", "H", "S", "H", "H"], "positions_angstrom": [[1.936, -2.350, -0.388], [1.289, -1.612, -1.002], [0.762, -0.921, -1.749], [-0.165, -1.025, 0.748], [0.498, -1.527, 2.088], [-0.269, -0.062, 0.543], [-1.692, 2.379, 0.465], [-0.846, 1.642, -0.440], [-1.513, 3.477, -0.264]]}

---

[4]
{"formula": "C14H16OS2", "method": "ωB97M-V/def2-TZVPD", "smiles": "CC1(C)OC(C)(C)c2sccc2-c2ccsc21", "orbital_gap_ev": 8.67, "de_lowest_kcal_mol": 37.6, "e_lumo_ev": 0.6980, "elements": ["C", "C", "C", "O", "C", "C", "C", "C", "S", "C", "C", "C", "C", "C", "C", "S", "C", "H", "H", "H", "H", "H", "H", "H", "H", "H", "H", "H", "H", "H", "H", "H", "H"], "positions_angstrom": [[-0.573, 1.631, 2.331], [0.353, 0.882, 1.454], [1.687, 0.901, 2.123], [0.449, 1.435, 0.096], [-0.342, 1.151, -1.100], [-1.942, 0.995, -0.835], [-0.108, 2.473, -2.006], [0.167, -0.135, -1.741], [0.563, -0.099, -3.466], [1.113, -1.807, -3.288], [0.946, -2.310, -2.029], [0.416, -1.360, -1.074], [0.116, -1.585, 0.379], [-0.252, -2.930, 0.699], [-0.528, -3.042, 2.026], [-0.351, -1.520, 2.849], [0.059, -0.631, 1.362], [-0.517, 2.633, 2.075], [-0.503, 1.363, 3.389], [-1.617, 1.474, 1.959], [1.855, 1.749, 2.731], [2.466, 0.859, 1.300], [1.780, 0.092, 2.848], [-2.297, 0.285, -0.023], [-2.311, 1.929, -0.339], [-2.529, 0.804, -1.805], [-0.691, 2.336, -2.947], [0.978, 2.443, -2.196], [-0.323, 3.450, -1.447], [1.506, -2.305, -4.162], [1.249, -3.299, -1.743], [-0.099, -3.878, 0.050], [-0.723, -3.983, 2.528]]}

---

Summary of electronic energy in eV
-101006.55200 -7330.85449 -28339.33974 -38493.49057
(order as listed above)